1.
DFT (ωB97M-V/def2-TZVPD) results for 3 unconnected molecules or ions with the total composition C3H11O3S at a distorted geometry.

Computed properties:
gap between HOMO and LUMO: 0.2722 Eh
total charge: -1
multiplicity: 1
largest force on an atom: 1.9 eV Å⁻¹

Last column: Löwdin charge in e.
Cartesian coordinates (Å):
C: 0.859 -0.207 -0.259  -0.38
O: 0.204 -0.289 0.937  -0.32
C: -0.058 0.337 -1.441  -0.26
C: -1.534 0.200 -1.137  -0.58
S: -2.489 -0.468 -2.539  0.64
H: 1.243 -1.170 -0.584  0.09
H: 1.625 0.574 -0.254  0.09
H: 0.191 1.359 -1.712  0.09
H: 0.323 -0.251 -2.282  0.08
H: -1.949 1.144 -0.817  0.06
H: -1.616 -0.488 -0.300  0.06
H: -3.598 -0.824 -1.877  -0.18
H: 2.265 -1.987 1.973  -0.02
H: 0.875 -1.205 1.816  -0.03
O: 1.415 -1.894 2.420  -0.20
H: 1.293 1.791 2.567  0.01
H: 0.263 1.264 1.594  -0.01
O: 0.688 2.116 1.894  -0.13

=====

2.
DFT (ωB97M-V/def2-TZVPD) results for 4 unconnected molecules or ions with the total composition C3H11O5 at a distorted geometry.

Computed properties:
gap between HOMO and LUMO: 0.3146 Eh
total charge: -1
multiplicity: 1
largest force on an atom: 2.8 eV Å⁻¹

Last column: Löwdin charge in e.
Cartesian coordinates (Å):
O: -1.725 -1.714 1.596  -0.06
C: -0.872 -1.278 0.794  -0.69
O: -0.007 -1.944 0.172  -0.05
C: -1.187 0.167 0.301  -0.18
C: -1.984 0.042 -1.015  -0.12
H: -1.850 0.777 0.905  0.10
H: -0.268 0.695 0.022  0.07
H: -2.928 -0.465 -0.801  0.07
H: -2.289 1.028 -1.408  0.06
H: -1.474 -0.425 -1.861  0.07
H: 0.794 -1.128 -0.758  -0.01
H: 1.647 -1.581 -1.969  0.03
O: 1.547 -0.801 -1.413  -0.15
H: 3.568 0.462 -0.460  0.03
H: 2.169 0.634 -0.538  -0.01
O: 2.936 1.172 -0.203  -0.13
H: 0.987 3.265 0.279  0.02
H: -0.243 2.523 0.763  0.01
O: 0.063 3.410 0.510  -0.07

=====

3.
DFT (ωB97M-V/def2-TZVPD) results for a molecular structure, C3H12BaN2O2P at a distorted geometry.

Computed properties:
gap between HOMO and LUMO: 0.1506 Eh
total charge: +1
multiplicity: 1
largest force on an atom: 7.0 eV Å⁻¹

Last column: Löwdin charge in e.
Cartesian coordinates (Å):
N: 1.498 -0.737 0.258  -0.31
C: 1.802 0.503 -0.498  -0.32
C: 0.490 0.952 -1.039  -0.36
P: -0.725 1.180 0.440  0.40
C: -1.988 -0.111 -0.205  -0.33
O: -2.201 -1.206 0.755  -0.19
N: -1.229 -2.193 0.570  -0.11
O: -1.586 -3.070 -0.120  0.08
H: 1.224 -1.476 -0.402  0.09
H: 2.364 -1.041 0.730  -0.28
H: 2.477 0.274 -1.308  0.11
H: 2.272 1.267 0.105  0.11
H: 0.189 0.268 -1.830  0.07
H: 0.634 1.907 -1.519  0.08
H: -1.428 2.264 -0.250  -0.01
H: -1.585 1.394 1.598  -0.03
H: -0.050 0.060 1.210  -0.05
H: 0.256 2.130 0.996  -0.03
H: -2.938 0.375 -0.330  0.08
H: -1.757 -0.581 -1.157  0.06
Ba: 2.282 -2.161 1.996  1.94